No. 1
Computed, not measured: a structure of composition C20H23F3N3ORhS3 in a non-equilibrium geometry, with ωB97M-V/def2-TZVPD.

Each line ends with the Mulliken charge.
Element x y z (Å)
1 Rh -0.21592 -0.48191 0.03535  0.08
2 C -0.61531 2.47712 1.54534  -0.71
3 C -1.08333 1.37004 2.45046  -0.72
4 S -0.11432 -0.13522 2.28850  0.06
5 C 1.60449 0.33967 2.63806  -0.71
6 C 2.46029 0.95337 1.52670  -0.98
7 S 2.16654 0.24671 -0.13171  -0.09
8 C 2.06871 1.70429 -1.18133  -0.60
9 C 0.98776 2.69282 -0.77419  -0.77
10 S -0.56704 1.92011 -0.19482  0.15
11 H -1.32894 3.30080 1.59692  0.54
12 H 0.36197 2.86670 1.81948  0.41
13 H -1.08584 1.67886 3.49774  0.58
14 H -2.09025 1.04358 2.18782  0.30
15 H 1.55998 1.01113 3.49845  0.55
16 H 2.04892 -0.59018 2.99273  0.49
17 H 2.32869 2.03102 1.46544  0.45
18 H 3.50927 0.77498 1.76101  0.54
19 H 3.04917 2.18019 -1.20710  0.45
20 H 1.87402 1.30043 -2.17526  0.43
21 H 1.31813 3.38981 -0.00608  0.46
22 H 0.70904 3.28526 -1.64628  0.48
23 F -9.49492 0.34245 -1.09612  -0.24
24 C -9.03802 -0.16897 0.05660  0.81
25 F -9.47697 0.62398 1.04653  -0.24
26 F -9.59498 -1.37377 0.22002  -0.27
27 C -7.53062 -0.23704 0.05384  0.28
28 C -6.81984 0.94647 -0.10861  -0.91
29 C -5.43922 0.92214 -0.11392  -0.60
30 C -4.76631 -0.29152 0.04550  0.47
31 C -5.48639 -1.47355 0.20332  -0.65
32 C -6.87172 -1.44540 0.20820  -0.55
33 C -3.33029 -0.33261 0.05083  0.83
34 C -2.11911 -0.28508 0.05474  -0.49
35 H -7.34968 1.88184 -0.23120  0.41
36 H -4.87747 1.83692 -0.24586  0.43
37 H -4.95724 -2.40936 0.31992  0.47
38 H -7.43819 -2.35720 0.33177  0.49
39 C -1.45031 -5.08768 -1.43773  -0.90
40 N -0.32177 -4.53030 -0.67655  0.10
41 C 0.61358 -5.31598 -0.08926  -0.05
42 C 1.64033 -4.79272 0.61539  -1.10
43 C 1.70813 -3.37867 0.73938  0.95
44 N 0.75375 -2.60722 0.21154  0.07
45 C -0.24232 -3.17325 -0.53062  0.32
46 O -1.06367 -2.41334 -1.05338  -0.68
47 N 2.73083 -2.81675 1.39631  -0.30
48 H -1.24167 -6.13305 -1.64342  0.33
49 H -1.56008 -4.53811 -2.36766  0.32
50 H -2.36603 -4.99720 -0.85778  0.32
51 H 0.49952 -6.38092 -0.23789  0.38
52 H 2.39532 -5.42869 1.05051  0.40
53 H 3.49237 -3.39090 1.71790  0.25
54 H 2.90065 -1.83217 1.30963  -0.01

Forces on atoms 1 to 3 (eV/Å):
1.1 2.3 0.5
-0.2 0.2 0.0
-0.1 0.2 0.3

Results
Energy above the lowest of the compared OMol25 structures with the same formula, charge and spin = 150.7 kJ/mol
Charge = +2
E_LUMO (spin up / spin down) = -8.06 / -8.06 eV
Calculated total energy = -71282.3352 eV


No. 2
Computed, not measured: an isolated molecule of C3H4FN in a non-equilibrium geometry, with ωB97M-V/def2-TZVPD.

Each line ends with the Mulliken charge.
Element x y z (Å)
1 C 0.11646 0.31549 0.87095  -0.34
2 C 0.26543 0.30014 -0.60807  -0.38
3 C -0.48857 -0.92378 -1.11087  0.26
4 H 0.41801 -0.62707 1.41720  0.26
5 H 0.72360 1.14872 1.26030  0.28
6 H 0.12946 1.19483 -1.13254  0.38
7 H 1.25975 0.04218 -0.62771  0.23
8 N -1.16292 -1.86503 -1.34262  -0.40
9 F -1.26123 0.41452 1.27336  -0.29

Forces on atoms 1 to 3 (eV/Å):
-1.5 -0.3 2.3
-1.9 -3.3 0.6
-1.9 -1.5 -0.6

Results
Energy above the lowest of the compared OMol25 structures with the same formula, charge and spin = 25.8 kJ/mol
Charge = 0
E_LUMO = 0.71 eV
Calculated total energy = -7382.2689 eV


No. 3
Computed, not measured: a structure of composition C40H28Br2N7O4RuS in a non-equilibrium geometry, with ωB97M-V/def2-TZVPD.

Each line ends with the Mulliken charge.
Element x y z (Å)
1 Ru 1.97299 -0.43564 0.64664  0.48
2 C -11.06418 4.62762 0.07346  -0.83
3 O -10.33856 3.89119 -0.88168  -0.46
4 C -9.06117 3.53337 -0.59745  0.90
5 C -8.40222 3.80951 0.59681  -0.59
6 C -7.09858 3.38991 0.78586  -0.79
7 C -6.42158 2.69241 -0.21034  0.45
8 C -7.09251 2.41705 -1.40924  -0.56
9 C -8.38597 2.83094 -1.60169  -0.58
10 C -5.06770 2.20563 -0.07119  0.19
11 N -4.45521 1.51472 -1.00807  -0.83
12 C -3.24319 1.18218 -0.50540  0.84
13 C -3.10553 1.68738 0.78943  0.03
14 N -4.27731 2.34643 1.04144  -0.13
15 C -1.96966 1.43020 1.59915  0.12
16 C -1.81919 1.84052 2.92320  -0.42
17 C -0.71182 1.40526 3.63429  -1.43
18 C 0.23287 0.61750 2.99451  -0.29
19 N 0.15914 0.28633 1.71700  0.63
20 C -0.94020 0.64184 1.00119  -0.13
21 C -1.06499 0.14252 -0.33127  -0.04
22 N -0.06609 -0.62485 -0.82818  0.58
23 C -0.18251 -1.11748 -2.04400  -0.06
24 C -1.28009 -0.90174 -2.86971  -1.30
25 C -2.32318 -0.13212 -2.39379  -0.51
26 C -2.22444 0.39928 -1.11268  0.15
27 H -12.03467 4.82910 -0.37746  0.24
28 H -10.56895 5.57658 0.30249  0.34
29 H -11.20962 4.05741 0.99697  0.33
30 H -8.89792 4.34648 1.38939  0.40
31 H -6.62073 3.61223 1.72895  0.26
32 H -6.56395 1.86674 -2.17071  0.52
33 H -8.91013 2.62432 -2.52168  0.42
34 H -4.50824 2.85576 1.87815  0.21
35 H -2.56755 2.45595 3.39922  0.44
36 H -0.57831 1.65778 4.67304  0.44
37 H 1.06345 0.21183 3.55514  0.55
38 H 0.62989 -1.73392 -2.39938  0.29
39 H -1.31131 -1.34257 -3.85091  0.48
40 H -3.20762 0.06428 -2.97688  0.63
41 C 5.71172 0.31991 0.22474  -1.68
42 C 5.50767 -1.02090 0.84875  0.50
43 C 6.61292 -1.85944 1.08314  -1.10
44 C 6.44110 -3.08196 1.67716  -1.11
45 C 5.15459 -3.46955 2.09617  0.48
46 C 4.84935 -4.67196 2.76772  0.15
47 Br 6.20995 -5.96573 3.07402  -0.26
48 C 3.58011 -4.93458 3.23101  -0.43
49 C 2.56434 -4.02101 2.99666  -0.23
50 Br 0.81902 -4.34464 3.65636  -0.22
51 C 2.75399 -2.83312 2.26683  0.15
52 O 1.79619 -2.03830 1.99794  -0.19
53 C 4.09755 -2.56417 1.82645  -0.15
54 N 4.28713 -1.39740 1.18378  1.25
55 H 6.56929 0.81600 0.67931  0.54
56 H 4.81994 0.93168 0.36284  0.09
57 H 5.91783 0.21407 -0.84180  0.23
58 H 7.59662 -1.53062 0.78499  0.51
59 H 7.28225 -3.73894 1.84495  0.37
60 H 3.37509 -5.83789 3.78643  0.46
61 C 2.07124 -3.55880 -0.69563  -1.55
62 C 2.84286 -2.60523 -1.55278  0.57
63 C 3.56291 -3.10235 -2.64083  -1.11
64 C 4.15485 -2.23635 -3.52956  -1.14
65 C 4.00649 -0.84734 -3.34035  0.93
66 C 4.50367 0.10155 -4.25012  -0.91
67 C 4.32753 1.44832 -4.02198  -0.75
68 C 3.63826 1.88715 -2.90156  -0.64
69 C 3.12393 0.97872 -1.98292  1.32
70 S 2.28752 1.56314 -0.56894  -0.46
71 C 3.31082 -0.41046 -2.17934  -1.21
72 N 2.77558 -1.29568 -1.29960  1.62
73 H 1.47350 -4.21696 -1.32538  0.57
74 H 1.39935 -3.01700 -0.02594  0.11
75 H 2.74658 -4.18178 -0.10663  0.41
76 H 3.62052 -4.17011 -2.78403  0.57
77 H 4.70025 -2.59695 -4.38605  0.44
78 H 5.01333 -0.24789 -5.13522  0.41
79 H 4.72303 2.17006 -4.71838  0.41
80 H 3.48646 2.93995 -2.73003  0.49
81 O 3.21777 -0.32640 3.66634  -0.32
82 N 3.52676 0.75901 3.21139  0.13
83 O 3.05673 1.23200 2.18547  -0.24

Forces on atoms 1 to 3 (eV/Å):
-0.5 1.2 0.7
-0.1 0.2 0.2
0.3 -0.2 -0.2

Results
Energy above the lowest of the compared OMol25 structures with the same formula, charge and spin = 252.6 kJ/mol
Charge = 0
E_LUMO (spin up / spin down) = -1.06 / -0.80 eV
Calculated total energy = -214057.2045 eV
2S+1 = 2
Expectation value of S² = 1.2218


No. 4
Computed, not measured: a cluster of 2 separate species, C3H11N3 in total in a non-equilibrium geometry, with ωB97M-V/def2-TZVPD.

Each line ends with the Mulliken charge.
Element x y z (Å)
1 C -2.90829 1.88000 -2.07964  -0.80
2 C -2.80200 3.03327 -1.42508  0.12
3 N -2.72468 3.06823 -0.04325  -0.40
4 H -2.75224 0.87566 -1.71337  0.24
5 H -3.25027 1.92401 -3.10746  0.22
6 H -2.40362 3.95080 -1.84044  0.27
7 H -2.70423 2.22221 0.49551  0.17
8 H -2.46918 3.92507 0.42083  0.19
9 N 2.57178 -1.49898 1.81380  -0.43
10 C 2.99527 -2.72714 1.21303  -0.28
11 N 2.16233 -3.16523 0.08828  -0.58
12 H 2.89310 -0.64173 1.41770  0.18
13 H 2.00026 -1.57635 2.62867  0.17
14 H 4.01286 -2.58370 0.83611  0.28
15 H 2.98936 -3.50869 1.97721  0.28
16 H 2.55209 -3.92199 -0.45441  0.19
17 H 1.19396 -3.25612 0.34712  0.18

Forces on atoms 1 to 3 (eV/Å):
-0.6 0.1 -1.7
1.5 -0.8 1.8
0.1 0.7 0.1

Results
Energy above the lowest of the compared OMol25 structures with the same formula, charge and spin = 196.5 kJ/mol
Charge = 0
E_LUMO = 1.11 eV
Calculated total energy = -7758.0469 eV


No. 5
Computed, not measured: a cluster of 12 separate species, C13H40B2BrN11O27P in total, with ωB97M-V/def2-TZVPD.

Each line ends with the Mulliken charge.
Element x y z (Å)
1 O -4.34592 1.22224 2.36335  -0.50
2 B -2.98826 1.27823 2.18714  0.88
3 O -2.44304 2.53726 2.26257  -0.63
4 C -2.15020 -0.00315 1.80122  0.28
5 O -2.73580 -1.23537 2.19235  -0.95
6 B -1.66728 -2.17819 1.74775  1.50
7 O -0.45382 -1.54006 2.42825  -0.68
8 C -0.66987 -0.16769 2.30807  0.19
9 P -0.50612 0.52778 4.03321  0.11
10 O -0.50069 -0.80437 4.98387  -0.43
11 Br 1.70926 1.01017 3.99218  -0.31
12 H -4.69312 0.39420 2.00446  0.23
13 H -1.48621 2.51853 2.26759  0.20
14 H -2.16938 0.03030 0.69197  -0.56
15 H -1.86829 -3.33578 2.07449  -0.39
16 H -1.42067 -2.10758 0.54078  -0.43
17 H 0.01455 0.31177 1.59114  0.45
18 H -1.20361 -0.66393 5.62170  0.32
19 C -1.59368 3.86801 -1.39022  -0.18
20 N -0.30198 3.80691 -0.65244  0.97
21 O -0.24772 3.05692 0.29803  -0.50
22 O 0.61737 4.48068 -1.06980  -0.58
23 H -2.29473 3.22514 -0.86938  0.09
24 H -1.93157 4.89977 -1.39996  0.33
25 H -1.38262 3.50370 -2.39089  -0.10
26 C 0.61841 2.76789 -6.11491  -0.78
27 N -0.61407 2.83117 -5.29152  1.05
28 O -1.52759 2.07246 -5.55252  -0.58
29 O -0.63145 3.63994 -4.38816  -0.62
30 H 0.48929 1.99430 -6.86272  0.30
31 H 0.75513 3.74654 -6.56730  0.29
32 H 1.43256 2.53036 -5.44130  0.24
33 C 4.24248 -0.21694 6.24689  -0.74
34 N 5.65030 -0.58150 6.56469  0.90
35 O 6.49494 -0.42005 5.70325  -0.54
36 O 5.87376 -1.02205 7.67294  -0.56
37 H 4.19608 0.15589 5.23247  0.26
38 H 3.64056 -1.11332 6.36247  0.32
39 H 3.93609 0.54106 6.96115  0.29
40 C 2.37301 -0.16130 -2.33275  -0.80
41 N 1.86602 0.71460 -3.42212  0.89
42 O 2.30811 0.55707 -4.54848  -0.58
43 O 1.03937 1.54727 -3.12006  -0.38
44 H 3.10166 -0.84059 -2.75835  0.31
45 H 2.81448 0.48757 -1.58176  0.28
46 H 1.51949 -0.68793 -1.91664  0.29
47 C -4.23248 0.18804 -2.74958  -0.79
48 N -2.78044 0.13410 -2.42266  0.97
49 O -2.02263 0.78175 -3.12108  -0.44
50 O -2.46576 -0.54757 -1.47541  -0.66
51 H -4.36490 0.83264 -3.61103  0.16
52 H -4.55171 -0.82897 -2.95618  0.29
53 H -4.74561 0.57429 -1.87296  0.32
54 C -4.31182 2.97436 -6.65474  -0.61
55 N -5.54550 2.25356 -7.07324  0.91
56 O -5.57641 1.04767 -6.92475  -0.55
57 O -6.45068 2.91807 -7.53153  -0.58
58 H -3.59440 2.25772 -6.27623  0.19
59 H -3.92986 3.49218 -7.52980  0.35
60 H -4.60369 3.68668 -5.88851  0.30
61 C 8.30903 -2.29911 3.74648  -0.72
62 N 8.99490 -2.33927 2.42637  0.87
63 O 9.51191 -3.37999 2.07999  -0.53
64 O 8.99685 -1.31287 1.77303  -0.52
65 H 8.39781 -3.27810 4.20173  0.31
66 H 8.79315 -1.53393 4.34517  0.29
67 H 7.27176 -2.03168 3.57053  0.30
68 C 11.41672 0.37571 1.26602  -0.72
69 N 12.60974 1.23234 1.01750  0.87
70 O 13.57971 0.72196 0.49473  -0.53
71 O 12.53279 2.39510 1.35858  -0.53
72 H 11.63214 -0.62505 0.91305  0.33
73 H 11.22493 0.38949 2.33409  0.27
74 H 10.58037 0.81173 0.72960  0.29
75 C -4.59602 -2.32930 -6.38486  -0.61
76 N -3.27404 -2.14274 -5.72587  0.93
77 O -3.13936 -2.56672 -4.59664  -0.52
78 O -2.41710 -1.57877 -6.37260  -0.52
79 H -5.24948 -2.85021 -5.69472  0.29
80 H -4.98293 -1.34398 -6.62629  0.19
81 H -4.42902 -2.90973 -7.28716  0.29
82 C -2.17966 -4.42080 4.70607  -0.55
83 N -2.14048 -5.90879 4.68217  0.93
84 O -1.32627 -6.45646 3.97181  -0.53
85 O -2.93956 -6.49295 5.39525  -0.59
86 H -1.42917 -4.02481 4.03175  0.16
87 H -3.17243 -4.11486 4.39156  0.29
88 H -1.98987 -4.12471 5.73445  0.26
89 C -8.19315 0.11466 3.66669  -0.76
90 N -7.46645 0.18692 2.37018  0.92
91 O -6.72289 -0.73196 2.09357  -0.53
92 O -7.66815 1.16492 1.68253  -0.51
93 H -7.90963 -0.80612 4.16223  0.31
94 H -7.89972 0.98577 4.24473  0.30
95 H -9.25572 0.14088 3.44423  0.27

Forces on atoms 1 to 3 (eV/Å):
-0.2 0.0 -0.4
0.0 0.1 0.2
-0.3 0.0 0.2

Results
Charge = -1
E_LUMO = 1.40 eV
Calculated total energy = -166463.2018 eV


No. 6
Computed, not measured: a structure of composition C45H26BrF4N3O2PPdS4 in a non-equilibrium geometry, with ωB97M-V/def2-TZVPD.

Each line ends with the Mulliken charge.
Element x y z (Å)
1 Pd -0.57343 -0.84691 0.09231  0.07
2 S -2.38450 4.87737 -0.45196  0.25
3 C -3.28829 6.28201 -0.65603  -0.25
4 C -4.66357 6.04838 -0.79946  -0.70
5 C -4.96936 4.70985 -0.72811  -0.62
6 C -3.82934 3.89809 -0.53244  0.68
7 C -3.77356 2.48048 -0.42143  1.02
8 C -2.53340 1.76623 -0.45056  -1.25
9 N -2.45433 0.46036 -0.34793  0.12
10 C -3.61582 -0.26737 -0.25675  -0.36
11 C -4.88736 0.35614 -0.20207  1.07
12 C -6.07661 -0.44022 -0.09327  -1.21
13 C -6.00535 -1.78151 -0.09908  -1.14
14 C -4.74039 -2.44701 -0.22373  1.25
15 C -4.64542 -3.83570 -0.29842  -0.59
16 C -3.41438 -4.45144 -0.46522  0.81
17 C -2.28804 -3.59213 -0.54636  -0.87
18 N -2.34131 -2.28775 -0.42489  -0.34
19 C -3.55082 -1.68609 -0.28008  -0.32
20 C -3.24565 -5.88220 -0.54518  0.31
21 C -2.07723 -6.61624 -0.51047  -0.30
22 C -2.28704 -8.00268 -0.57934  -0.59
23 C -3.61481 -8.31671 -0.66788  -0.31
24 S -4.60876 -6.95033 -0.66356  -0.12
25 C -4.94384 1.73371 -0.27772  -0.48
26 H -2.78775 7.24197 -0.67576  0.53
27 H -5.39098 6.83417 -0.94754  0.48
28 H -5.97304 4.32810 -0.85084  0.41
29 H -1.60528 2.30772 -0.60395  0.79
30 H -7.03142 0.06709 -0.02885  0.47
31 H -6.90196 -2.38497 -0.03070  0.48
32 H -5.54744 -4.43254 -0.23729  0.48
33 H -1.31495 -4.02255 -0.73805  0.72
34 H -1.09066 -6.17807 -0.42220  0.34
35 H -1.49942 -8.74149 -0.56143  0.44
36 H -4.04377 -9.30498 -0.74244  0.47
37 H -5.90749 2.22580 -0.23301  0.45
38 F 3.87866 -6.22283 -0.27698  -0.25
39 C 3.41081 -5.00273 -0.23204  0.59
40 C 4.04867 -3.97925 -0.91299  0.24
41 F 5.13718 -4.22385 -1.60291  -0.25
42 C 3.53665 -2.68999 -0.86197  0.25
43 F 4.21780 -1.74152 -1.49027  -0.33
44 C 2.37897 -2.38975 -0.14849  0.53
45 P 1.72700 -0.69083 0.05293  0.27
46 C 2.50831 -0.24541 1.63357  1.61
47 C 3.88513 -0.02466 1.70110  -0.77
48 C 4.49234 0.16701 2.93100  -0.95
49 C 3.74360 0.12449 4.10395  -0.64
50 C 2.37629 -0.09363 4.05040  -0.99
51 C 1.75374 -0.27698 2.82134  -0.30
52 C 2.23894 0.23933 -1.36759  1.52
53 C 1.57744 -0.12698 -2.54723  -0.97
54 C 1.90555 0.49619 -3.73824  -0.87
55 C 2.88642 1.47875 -3.74616  -0.65
56 C 3.53561 1.84501 -2.57115  -0.87
57 C 3.20496 1.24473 -1.37217  -0.28
58 C 1.76531 -3.43923 0.52920  -0.30
59 Br 0.19614 -3.14366 1.54338  -0.14
60 C 2.26423 -4.72248 0.50087  0.28
61 F 1.64831 -5.69710 1.15380  -0.35
62 H 4.48567 -0.01273 0.79936  0.48
63 H 5.56035 0.33838 2.97660  0.52
64 H 4.23370 0.24898 5.06148  0.45
65 H 1.78945 -0.14081 4.95866  0.49
66 H 0.69433 -0.47822 2.79721  0.42
67 H 0.83331 -0.91766 -2.53090  0.41
68 H 1.41035 0.21522 -4.65766  0.49
69 H 3.14320 1.97726 -4.67196  0.45
70 H 4.29907 2.61077 -2.59817  0.50
71 H 3.71082 1.53536 -0.45937  0.45
72 O 1.77252 4.79516 -2.21209  -0.61
73 S 1.25890 4.97312 -0.89875  1.16
74 O 0.36887 6.05440 -0.61378  -0.67
75 N 0.46124 3.53153 -0.43296  -0.51
76 C 1.02307 3.05495 0.61766  0.40
77 S 0.23221 1.76416 1.48439  -0.13
78 C 2.22439 3.73850 1.12944  0.48
79 C 3.01269 3.42161 2.22311  -0.22
80 C 4.09723 4.24424 2.50662  -0.87
81 C 4.37464 5.35605 1.71866  -0.59
82 C 3.57717 5.68107 0.62097  -0.82
83 C 2.51459 4.85059 0.35299  0.15
84 H 2.77868 2.55875 2.83731  0.56
85 H 4.72903 4.02139 3.35595  0.47
86 H 5.21699 5.98911 1.96496  0.45
87 H 3.78615 6.55564 0.01861  0.53

Forces on atoms 1 to 3 (eV/Å):
3.1 1.5 0.4
0.3 0.5 -0.1
0.6 -0.5 0.1

Results
Charge = +3
E_LUMO (spin up / spin down) = -12.20 / -12.20 eV
Calculated total energy = -192645.0152 eV